{
  "formula": "C18H41ClN2O2P",
  "method": "ωB97M-V/def2-TZVPD",
  "orbital_gap_ev": [6.3, 6.1],
  "charge": -1,
  "multiplicity": 3,
  "homo_energy_ha": [-0.1375, -0.1375],
  "species": ["P", "Cl", "H", "H", "H", "H", "H", "C", "C", "C", "C", "C", "C", "N", "O", "C", "C", "C", "H", "H", "H", "H", "H", "H", "H", "H", "H", "H", "H", "H", "H", "H", "H", "H", "H", "H", "C", "C", "C", "C", "C", "C", "N", "O", "C", "C", "C", "H", "H", "H", "H", "H", "H", "H", "H", "H", "H", "H", "H", "H", "H", "H", "H", "H", "H"],
  "xyz": [[4.1968, -2.1620, 0.8087], [1.9925, -2.1054, 0.8486], [4.2536, -1.2064, 1.9057], [4.2014, -1.0283, -0.1088], [4.0920, -3.0889, -0.3052], [4.1505, -3.2751, 1.7434], [5.6455, -2.2377, 0.7674], [-4.4190, -4.1364, -0.7405], [-4.2017, -2.6746, -1.2000], [-3.4667, -2.6518, -2.5474], [-1.9794, -2.9811, -2.4390], [-1.3038, -2.1119, -1.3837], [-2.0095, -2.1588, -0.0250], [-3.4766, -1.9238, -0.1432], [-3.6744, -0.6473, -0.3497], [-1.7386, -3.5183, 0.6481], [-1.3445, -1.1457, 0.9100], [-5.6189, -2.1199, -1.4158], [-4.4889, -4.2059, 0.3455], [-5.3513, -4.5423, -1.1381], [-3.6334, -4.8098, -1.0821], [-3.5638, -1.6583, -2.9990], [-3.9455, -3.3506, -3.2395], [-1.8394, -4.0418, -2.2074], [-1.4990, -2.8202, -3.4071], [-0.2610, -2.4153, -1.2677], [-1.2792, -1.0782, -1.7491], [-2.3079, -3.6146, 1.5756], [-0.6808, -3.6077, 0.9014], [-1.9656, -4.3761, 0.0176], [-1.3539, -0.1335, 0.5077], [-0.2975, -1.4222, 1.0591], [-1.8320, -1.1281, 1.8883], [-6.1812, -2.1037, -0.4799], [-6.1609, -2.7475, -2.1252], [-5.6111, -1.1125, -1.8320], [0.4454, 4.0046, -0.5768], [1.5573, 2.9274, -0.5994], [1.0656, 1.6519, 0.0988], [1.0197, 1.7621, 1.6179], [2.3542, 2.2546, 2.1649], [2.8331, 3.5524, 1.5007], [2.7934, 3.4766, 0.0183], [3.8060, 2.7485, -0.3764], [1.9706, 4.7307, 1.9972], [4.2451, 3.8800, 2.0051], [1.7610, 2.6115, -2.0892], [0.8642, 5.0119, -0.6165], [-0.2152, 3.9098, -1.4401], [-0.1999, 3.9299, 0.2987], [1.7232, 0.8137, -0.1564], [0.0739, 1.3871, -0.2751], [0.2068, 2.4286, 1.9302], [0.7875, 0.7846, 2.0453], [2.2769, 2.3980, 3.2461], [3.1012, 1.4661, 2.0163], [2.2253, 5.6519, 1.4679], [2.1444, 4.9057, 3.0606], [0.9004, 4.5647, 1.8969], [4.9518, 3.0720, 1.8199], [4.2307, 4.0453, 3.0839], [4.6302, 4.7878, 1.5344], [2.1231, 3.4884, -2.6316], [0.8149, 2.3035, -2.5366], [2.4625, 1.7925, -2.2464]],
  "nbo_charge": [0.431, -0.601, -0.168, -0.159, -0.164, -0.162, -0.144, -0.622, 0.099, -0.414, -0.398, -0.429, 0.101, 0.003, -0.383, -0.632, -0.622, -0.598, 0.221, 0.205, 0.207, 0.209, 0.206, 0.192, 0.212, 0.253, 0.207, 0.206, 0.249, 0.196, 0.213, 0.262, 0.204, 0.212, 0.199, 0.224, -0.625, 0.113, -0.436, -0.405, -0.418, 0.101, -0.016, -0.359, -0.622, -0.602, -0.603, 0.210, 0.211, 0.204, 0.248, 0.215, 0.178, 0.239, 0.206, 0.237, 0.207, 0.207, 0.209, 0.236, 0.201, 0.206, 0.204, 0.203, 0.237]
}

=====

{
  "formula": "C18H41GaN2OP3S",
  "method": "ωB97M-V/def2-TZVPD",
  "orbital_gap_ev": 4.3,
  "charge": 3,
  "multiplicity": 1,
  "homo_energy_ha": -0.5152,
  "species": ["Ga", "P", "P", "P", "H", "C", "C", "H", "C", "C", "C", "C", "C", "C", "C", "C", "C", "H", "H", "H", "H", "H", "H", "H", "H", "H", "H", "H", "H", "H", "H", "H", "H", "H", "H", "H", "H", "H", "H", "H", "H", "H", "H", "H", "H", "H", "C", "C", "C", "C", "C", "C", "O", "H", "H", "H", "H", "H", "H", "N", "C", "N", "S", "H", "H", "H", "H"],
  "xyz": [[0.0511, -0.0112, -0.0622], [0.2855, -2.0815, -1.4382], [2.4825, -0.0572, 0.5506], [-2.1829, 0.4205, -1.2060], [1.5900, 2.2767, -0.9639], [0.5144, 2.3383, -0.7400], [0.1062, 2.7141, 0.5091], [0.8377, 2.9084, 1.2965], [0.9306, -1.8011, -3.1389], [1.4378, -3.3612, -0.8185], [-1.2069, -3.0831, -1.7781], [3.0724, 1.4258, 1.4265], [2.9215, -1.4123, 1.6937], [3.6586, -0.2133, -0.8497], [-2.8921, 2.0483, -0.7906], [-3.5049, -0.7165, -0.6631], [-2.2838, 0.3904, -3.0343], [-0.1627, 2.3290, -1.6078], [-0.9363, 2.9650, 0.7203], [1.0502, -2.7842, -3.6212], [1.9021, -1.2909, -3.0944], [0.2371, -1.1865, -3.7287], [1.3421, -4.2488, -1.4630], [1.1705, -3.6372, 0.2091], [2.4814, -3.0227, -0.8346], [-0.8861, -4.0252, -2.2499], [-1.9054, -2.5689, -2.4508], [-1.7218, -3.3071, -0.8350], [4.1542, 1.3419, 1.5982], [2.5708, 1.5139, 2.3987], [2.8855, 2.3296, 0.8362], [4.0132, -1.5218, 1.7063], [2.4731, -2.3580, 1.3683], [2.5917, -1.1754, 2.7128], [4.6731, -0.0286, -0.4620], [3.4263, 0.5464, -1.6150], [3.6273, -1.2175, -1.3016], [-3.8424, 2.1746, -1.3255], [-2.2175, 2.8654, -1.0670], [-3.0893, 2.0999, 0.2867], [-4.4203, -0.4641, -1.2131], [-3.6909, -0.5888, 0.4094], [-3.2493, -1.7629, -0.8618], [-3.2822, 0.7616, -3.3060], [-2.1560, -0.6205, -3.4460], [-1.5243, 1.0525, -3.4750], [-0.9803, 0.0670, -7.2356], [-0.3592, 0.3306, -8.4782], [-0.2009, 1.6659, -8.8794], [-0.6905, 2.7027, -8.0724], [-1.3962, 2.4227, -6.8971], [-1.5917, 1.0923, -6.5129], [-0.9290, -1.1515, -6.6116], [-0.4793, -1.7898, -7.2015], [0.0124, -0.4859, -9.0901], [0.3070, 1.8972, -9.8194], [-0.5332, 3.7426, -8.3678], [-1.8062, 3.2192, -6.2736], [-2.1651, 0.8324, -5.6296], [0.1846, -1.1658, 4.1917], [-0.2686, -0.1107, 3.4901], [0.0192, 1.0959, 3.9972], [-1.2469, -0.3080, 2.0971], [0.7135, -1.0169, 5.0384], [-0.1219, -2.1035, 3.9700], [-0.3879, 1.9309, 3.6052], [0.6291, 1.1759, 4.7936]],
  "nbo_charge": [0.773, 0.896, 0.956, 0.960, 0.241, -0.499, -0.275, 0.231, -0.928, -0.937, -0.935, -0.950, -0.946, -0.941, -0.953, -0.947, -0.958, 0.249, 0.241, 0.280, 0.251, 0.273, 0.285, 0.254, 0.249, 0.285, 0.258, 0.259, 0.289, 0.251, 0.256, 0.285, 0.259, 0.256, 0.287, 0.264, 0.262, 0.288, 0.250, 0.262, 0.284, 0.268, 0.258, 0.286, 0.266, 0.271, 0.306, -0.291, -0.162, -0.236, -0.191, -0.304, -0.703, 0.492, 0.227, 0.240, 0.233, 0.214, 0.183, -0.729, 0.366, -0.734, -0.168, 0.428, 0.447, 0.438, 0.428]
}

=====

{
  "formula": "C18H41N4O6P",
  "method": "ωB97M-V/def2-TZVPD",
  "orbital_gap_ev": 9.7,
  "charge": 0,
  "multiplicity": 1,
  "homo_energy_ha": -0.3425,
  "species": ["C", "C", "C", "O", "C", "O", "C", "C", "C", "O", "C", "C", "P", "O", "O", "C", "C", "O", "C", "C", "C", "C", "C", "C", "N", "N", "N", "C", "N", "H", "H", "H", "H", "H", "H", "H", "H", "H", "H", "H", "H", "H", "H", "H", "H", "H", "H", "H", "H", "H", "H", "H", "H", "H", "H", "H", "H", "H", "H", "H", "H", "H", "H", "H", "H", "H", "H", "H", "H", "H"],
  "xyz": [[1.4862, -4.5960, 1.9667], [0.1462, -4.8053, 1.0456], [-0.1567, -3.6033, -0.0273], [0.5650, -2.3461, 0.2230], [-0.2770, -1.1666, -0.0657], [0.3489, 0.1877, 0.0982], [-0.5661, 1.1140, -0.6020], [-0.0660, 2.6260, -0.9891], [1.1765, 3.1996, -0.0760], [0.8394, 4.4189, 0.7010], [-1.9796, 1.3406, 0.1957], [-1.8904, 2.3103, 1.5140], [-0.8957, 1.6040, 2.9813], [-1.6946, 2.0398, 4.3124], [-0.6492, -0.1185, 2.9529], [-0.8277, -0.7369, 4.2753], [-2.3946, -1.2331, 4.3652], [0.6248, 2.5046, 3.0550], [1.7477, 1.5902, 3.3465], [3.1340, 2.4891, 3.0899], [-0.6068, 0.3921, -2.1105], [-1.7255, 0.9828, -3.1588], [0.9275, 0.0832, -2.6567], [1.0901, 0.1687, -4.2861], [1.0111, 1.6072, -4.8373], [2.5382, -0.2739, -4.5863], [0.2090, -0.8071, -5.0601], [-1.0264, -1.1225, -1.5381], [-2.5189, -1.3534, -1.6237], [1.1324, -4.3887, 3.0648], [2.2587, -3.8187, 1.5556], [2.0344, -5.6557, 1.9988], [-0.8323, -4.9021, 1.7220], [0.2096, -5.8351, 0.4481], [0.1522, -3.9863, -1.0994], [-1.3421, -3.4692, -0.0505], [-1.1706, -1.3283, 0.6965], [0.2858, 2.7437, -2.1238], [-0.9659, 3.4030, -0.8797], [2.0528, 3.5306, -0.8146], [1.6760, 2.3725, 0.6227], [0.0809, 4.9235, 0.2834], [-2.7126, 1.8907, -0.5695], [-2.5348, 0.3629, 0.5195], [-3.0111, 2.4453, 1.9026], [-1.5284, 3.4165, 1.2567], [-0.1613, -1.7238, 4.2867], [-0.4635, -0.0919, 5.1810], [-3.1701, -0.3483, 4.5022], [-2.5300, -2.1071, 5.1333], [-2.6478, -1.6991, 3.2956], [1.8047, 1.2605, 4.4804], [1.8166, 0.6891, 2.5974], [3.8436, 2.3981, 4.0196], [3.7062, 2.1628, 2.1086], [2.8427, 3.6320, 2.9502], [-1.9904, 0.0997, -3.9167], [-2.7533, 1.2792, -2.6609], [-1.3577, 1.9616, -3.7277], [1.7159, 0.8574, -2.2053], [1.3316, -0.9828, -2.3348], [1.5723, 1.6717, -5.7290], [1.5575, 2.1594, -4.1096], [2.6154, -1.2972, -4.3443], [3.2210, 0.3073, -4.0520], [0.3086, -1.7872, -4.7139], [0.4213, -0.7466, -6.0987], [-0.6105, -1.9746, -2.2568], [-2.7754, -2.0557, -0.8957], [-2.6518, -1.8651, -2.5476]],
  "nbo_charge": [-0.640, -0.427, -0.076, -0.561, 0.397, -0.580, 0.294, -0.472, -0.079, -0.736, -0.461, -0.775, 2.201, -1.079, -0.800, -0.087, -0.656, -0.764, -0.113, -0.659, 0.007, -0.677, -0.462, 0.439, -0.855, -0.892, -0.880, -0.102, -0.860, 0.219, 0.239, 0.211, 0.207, 0.214, 0.180, 0.173, 0.159, 0.232, 0.222, 0.163, 0.211, 0.465, 0.237, 0.239, 0.284, 0.272, 0.191, 0.224, 0.246, 0.218, 0.202, 0.192, 0.210, 0.216, 0.209, 0.243, 0.247, 0.227, 0.246, 0.224, 0.238, 0.377, 0.354, 0.355, 0.358, 0.365, 0.382, 0.181, 0.356, 0.367]
}

=====

For reference, strongest force on any atom by record: 0.058; 0.043; 0.118 Eh/bohr.